(1)
This record from the OMol25 dataset describes one molecule with the formula C11H12ClNO at a distorted geometry. The level of theory is ωB97M-V/def2-TZVPD.

Values from the calculation:
⟨S²⟩: 2.06
Relative energy (zero: lowest compared OMol25 entry of this formula, charge and spin) (kJ/mol): 0.0
Frontier orbital gap (alpha / beta) (eV): 6.6 / 7.6
Multiplicity: 3
M (u): 209.676
Net charge: 0
Maximum force (eV/Å): 4.62
HOMO (alpha / beta) (eV): -5.70 / -8.22

Element x y z (Å)
1 H -3.109 0.366 -2.159
2 H -2.402 0.807 2.439
3 H -0.141 1.889 2.241
4 C -2.411 -0.411 -1.956
5 Cl 0.420 3.121 -0.544
6 H 3.547 -2.443 0.519
7 O -2.528 0.344 0.400
8 H -1.619 -0.279 -2.624
9 H -1.226 -0.308 1.921
10 H 0.983 -2.819 0.408
11 C 0.121 1.594 0.223
12 C -1.771 -0.241 -0.583
13 C 2.371 0.650 -0.436
14 H -0.762 -1.966 -0.782
15 C 3.214 -0.364 -0.230
16 C 2.802 -1.703 0.184
17 C 0.997 0.575 -0.099
18 C -1.695 0.583 1.660
19 H -1.412 2.650 1.423
20 C 1.423 -1.866 0.236
21 C -0.834 1.726 1.423
22 H -2.847 -1.410 -2.166
23 H 2.780 1.677 -0.713
24 H 4.339 -0.212 -0.449
25 C 0.517 -0.840 -0.030
26 N -0.758 -1.121 -0.302

These are the natural (NBO) partial charges, in e, on atoms 1 to 5: atom 1 (H): 0.231, atom 2 (H): 0.205, atom 3 (H): 0.231, atom 4 (C): -0.672, atom 5 (Cl): -0.012

***

(2)
This record from the OMol25 dataset describes C19H35AuN8O3PS as an isolated structure. The level of theory is ωB97M-V/def2-TZVPD.

Values from the calculation:
⟨S²⟩: 2.01
Relative energy (zero: lowest compared OMol25 entry of this formula, charge and spin) (kJ/mol): 40.8
Frontier orbital gap (alpha / beta) (eV): 9.0 / 5.3
Multiplicity: 3
M (u): 683.550
Net charge: +3
Maximum force (eV/Å): 0.46
HOMO (alpha / beta) (eV): -16.91 / -16.93

Element x y z (Å)
1 N 0.291 -1.557 -3.832
2 C -4.494 1.266 -0.126
3 H 4.924 -1.128 -1.970
4 H 5.495 -2.294 -0.764
5 H -4.783 0.297 -0.533
6 H 2.695 1.384 -0.718
7 C -0.334 0.875 6.079
8 H -0.753 2.848 -0.452
9 H -1.560 -2.512 -6.151
10 H -1.973 0.180 1.761
11 C -3.328 3.327 -0.684
12 N -3.648 1.958 -1.114
13 H -0.610 1.915 6.258
14 N -2.590 3.018 0.526
15 C 1.036 0.760 2.029
16 H -2.174 -3.491 -3.821
17 C -0.707 -2.185 -3.229
18 C 4.716 -1.565 -0.993
19 C -2.475 1.169 -1.429
20 H 0.252 0.082 2.348
21 H -2.704 3.845 -1.409
22 C -2.553 0.294 0.846
23 H -4.230 3.894 -0.467
24 H 2.271 -4.318 -2.078
25 H 2.799 -2.184 1.351
26 H -4.271 3.003 1.792
27 C 2.557 2.546 2.453
28 H -0.794 2.264 1.238
29 O 0.481 3.073 4.440
30 H -1.857 1.685 -2.165
31 C -3.381 2.407 1.604
32 C 0.856 1.941 4.225
33 C 3.017 2.407 1.155
34 C 2.405 1.486 0.319
35 O -1.437 0.105 5.635
36 H 1.806 -3.483 0.637
37 N -1.381 -2.929 -4.088
38 H 2.947 3.309 3.115
39 N -3.736 1.076 1.105
40 H 4.037 -4.375 -1.919
41 C 3.188 -3.731 -2.149
42 C 0.360 -1.881 -5.267
43 H 3.809 3.034 0.770
44 N -1.664 0.942 -0.193
45 C 1.554 1.689 2.906
46 N 1.413 0.691 0.741
47 H 0.240 -0.979 -5.863
48 H -5.391 1.853 0.063
49 S -1.139 -2.129 -1.559
50 H 4.741 -0.781 -0.237
51 H 1.023 -0.024 4.738
52 N 0.618 0.863 4.996
53 H 1.318 -2.339 -5.505
54 H 0.115 0.447 6.977
55 O 2.026 -1.362 -1.458
56 H -2.837 -0.688 0.469
57 H 3.538 -3.729 0.905
58 H -0.481 -3.860 -5.751
59 H 3.299 -3.357 -3.166
60 H 0.985 -1.035 -3.323
61 Au 0.223 -0.467 -0.620
62 H -1.944 -0.184 6.402
63 C 2.781 -2.995 0.622
64 C -0.815 -2.870 -5.444
65 H -2.770 2.339 2.503
66 P 3.115 -2.356 -1.014
67 H -2.781 0.198 -1.817
68 C -1.339 2.316 0.297

These are the natural (NBO) partial charges, in e, on atoms 1 to 5: atom 1 (N): -0.562, atom 2 (C): -0.109, atom 3 (H): 0.275, atom 4 (H): 0.284, atom 5 (H): 0.253